C18H24CoN11O3S2Se | ωB97M-V/def2-TZVPD

The geometry in XYZ format:
```
60
Properties=species:S:1:pos:R:3:forces:R:3:mulliken_spin:R:1
Co 0.1955 0.3389 -0.2432 0.05 -0.04 0.42 2.786
N 2.4137 -0.6066 -0.4169 0.06 0.00 -0.09 0.026
N 3.2982 -0.1619 -1.4152 -0.13 -0.07 -0.16 0.020
C 2.9264 0.6854 -2.3807 -0.15 0.06 0.14 -0.025
N 3.7991 1.0021 -3.3170 0.02 -0.08 0.00 0.054
S 1.3784 1.4578 -2.4295 0.12 -0.03 -0.05 0.589
H 2.8999 -0.5589 0.4754 -0.07 0.03 0.00 0.000
H 2.1679 -1.5769 -0.6030 0.09 0.01 -0.01 0.001
H 4.1421 -0.7041 -1.5557 0.01 0.03 0.02 0.000
H 4.7256 0.6030 -3.3584 0.02 0.01 0.02 -0.002
H 3.4951 1.5552 -4.1028 -0.01 0.01 0.00 0.002
C -2.8090 -0.1018 4.4233 -0.01 -0.04 0.01 0.001
N -2.4179 0.6677 3.2460 0.02 0.10 -0.03 0.003
C -2.5518 2.1144 3.3563 0.00 0.02 0.00 0.002
C -1.7905 0.1597 2.1687 -0.13 -0.09 -0.15 -0.002
N -1.1690 0.8593 1.2768 0.13 0.03 0.03 0.059
N -1.9178 -1.2235 2.0178 0.06 0.07 0.03 0.002
C -1.2573 -2.0285 1.1183 -0.01 0.03 -0.04 0.002
N -1.7580 -3.2764 1.0264 0.02 -0.02 0.01 0.003
N -0.2317 -1.6155 0.4410 -0.02 -0.02 -0.03 0.043
H -2.4181 0.3910 5.3130 -0.02 -0.01 0.00 0.000
H -2.3860 -1.1025 4.4026 0.01 0.02 0.03 0.000
H -3.8949 -0.1620 4.5068 0.00 -0.02 0.01 0.000
H -3.2655 2.3351 4.1451 0.00 0.00 0.00 0.000
H -2.9386 2.5373 2.4288 0.01 -0.01 0.00 0.000
H -1.6010 2.5924 3.6117 -0.01 0.00 0.01 0.000
H -1.1130 1.8341 1.5429 -0.03 -0.03 0.00 0.004
H -2.7167 -1.6312 2.4741 0.03 0.00 0.00 0.000
H -2.5603 -3.5799 1.5494 0.01 0.00 -0.01 0.000
H -1.3419 -3.9399 0.3955 -0.01 0.00 0.01 -0.001
H 0.0686 -2.3413 -0.2052 -0.02 0.01 0.02 -0.003
Se 1.7477 3.5766 0.4275 0.06 -0.11 0.12 0.005
N 1.3859 1.8712 0.8555 -0.03 -0.17 0.05 0.045
C 1.8999 1.6407 2.0565 -0.11 -0.07 -0.05 -0.024
C 1.8109 0.4056 2.7797 -0.02 0.04 -0.06 0.002
C 2.4082 0.3275 3.9941 0.03 0.07 0.01 -0.001
C 3.1164 1.4372 4.5752 -0.03 -0.03 -0.03 0.002
C 3.2080 2.6242 3.9367 -0.01 0.02 -0.04 -0.002
C 2.5899 2.7613 2.6491 0.05 0.10 0.02 0.000
N 2.6037 3.8708 1.9362 0.00 0.00 -0.04 -0.002
H 1.2551 -0.4275 2.3657 0.02 0.00 -0.02 0.002
H 2.3510 -0.5938 4.5585 0.00 -0.02 0.00 0.000
H 3.5741 1.3067 5.5457 0.01 0.00 0.01 0.000
H 3.7315 3.4706 4.3574 0.00 0.02 0.01 0.000
O -1.5390 0.8191 -1.7301 -0.04 -0.05 -0.18 0.059
C -1.1180 -0.0135 -2.5272 0.12 -0.01 0.11 -0.036
N 0.0880 -0.6368 -2.2291 -0.03 0.41 -0.26 0.331
S 0.4990 -1.7693 -3.3723 -0.01 -0.15 0.13 -0.003
O 1.7470 -1.4183 -3.9850 0.01 0.06 0.04 0.002
O 0.3951 -3.0482 -2.7276 0.01 -0.04 0.02 0.021
C -0.8888 -1.4379 -4.4022 -0.01 -0.09 -0.09 0.017
C -1.2119 -2.0288 -5.6046 -0.04 0.05 0.00 -0.007
C -2.3907 -1.6067 -6.2131 0.03 -0.04 -0.03 0.010
C -3.2055 -0.6419 -5.6273 0.02 0.02 0.05 0.001
C -2.8683 -0.0640 -4.4104 0.01 -0.02 -0.01 0.001
C -1.6924 -0.4745 -3.8041 -0.06 0.03 0.07 0.012
H -0.5831 -2.7805 -6.0594 0.02 -0.02 -0.01 0.000
H -2.6791 -2.0394 -7.1615 0.00 0.00 0.00 0.001
H -4.1128 -0.3395 -6.1299 -0.02 0.01 -0.01 0.000
H -3.4932 0.6861 -3.9464 -0.01 0.01 0.01 0.000
```
Positions in Å, forces in eV/Å.

Properties
- spin multiplicity = 5
- ΔE to the lowest compared entry with this formula, charge and spin (kcal per mole) = 5.77
- net charge = +2
- Kohn-Sham gap (alpha / beta) (Ha) = 0.30040 / 0.22524
- LUMO energy (alpha / beta) (eV) = -6.05 / -8.08
- HOMO energy (alpha / beta) (eV) = -14.221 / -14.205